# 1
Density functional theory data (ωB97M-V/def2-TZVPD) for one molecule with the formula C11H11NS.

Values from the calculation:
Structure (SMILES): C[C@@H]1CC1=C=N[C@H]1C=CC=CC1=S
Frontier orbital gap (eV): 6.86
Strongest force on any atom (eV/A): 3.3
Net charge: 0
HOMO energy (eV): -8.00
ΔE to the lowest compared entry with this formula, charge and spin (kcal/mol): 109.24

```
24
Properties=species:S:1:pos:R:3:mulliken_charge:R:1
C -4.42807 0.69698 -0.26571 -1.272
C -3.24459 -0.33478 -0.51266 -0.253
C -2.71538 -1.31645 0.52711 -0.514
C -1.84135 -0.25059 -0.02797 -0.857
C -0.77525 0.41085 0.08559 1.506
N 0.30488 0.95115 0.23440 -0.630
C 1.53169 0.53806 -0.37703 0.655
C 2.64634 1.53326 -0.18887 -0.553
C 3.93106 1.20237 -0.00381 -0.271
C 4.27186 -0.16315 0.26054 -0.334
C 3.30473 -1.15935 0.39649 -0.598
C 1.96668 -0.84072 0.07454 0.210
S 0.87449 -2.06501 0.40406 -0.304
H -4.07245 1.50433 0.37476 0.335
H -5.19333 0.02512 0.04818 0.319
H -4.72002 1.13235 -1.17485 0.370
H -3.45547 -0.80278 -1.47470 0.296
H -3.05019 -1.22012 1.59522 0.207
H -2.50399 -2.33451 0.21715 0.232
H 1.28500 0.49177 -1.41198 0.246
H 2.20964 2.52710 -0.18644 0.375
H 4.83769 2.01103 0.05146 0.218
H 5.30150 -0.31294 0.69356 0.285
H 3.53454 -2.22398 0.66096 0.335
```



# 2
Density functional theory data (ωB97M-V/def2-TZVPD) for C9H9Co2F3I2O4S as an isolated structure.

Values from the calculation:
Frontier orbital gap (spin up / spin down) (eV): 5.99 / 6.14
Strongest force on any atom (eV/A): 12.3
Net charge: +4
HOMO energy (spin up / spin down) (eV): -23.83 / -24.98
2S+1: 9
Expectation value of S²: 20.054
ΔE to the lowest compared entry with this formula, charge and spin (kcal/mol): 0.00

```
30
Properties=species:S:1:pos:R:3:mulliken_spin:R:1
I 1.60592 -2.31699 -1.12350 1.494
I 2.87529 1.97327 -1.19966 1.030
Co -1.80087 0.70382 0.03474 2.057
Co -0.12633 -0.87117 0.68104 2.461
S 0.85590 0.37671 -1.55890 0.321
C -2.07590 -1.01026 -0.38716 0.004
C -0.77423 -2.19686 1.64426 -0.005
C 0.76898 0.14772 -3.43816 0.047
C 1.73549 1.07911 -4.07069 0.024
C -0.69974 0.35397 -3.75381 0.022
C 1.21355 -1.24669 -3.83490 0.061
C -0.78007 1.54848 1.20435 0.046
C -2.57992 1.82012 -1.00477 -0.093
O -1.21436 -3.08269 2.24191 0.024
O -2.61742 -1.92854 -0.90044 0.063
O -0.33889 2.36083 1.90764 -0.001
O -3.07741 2.58557 -1.72214 0.092
H 1.82338 0.86315 -5.12694 0.008
H 2.72763 0.92222 -3.66494 0.006
H 1.47865 2.11096 -3.94861 -0.008
H -0.88198 0.12417 -4.81238 0.003
H -1.01497 1.38325 -3.56094 -0.007
H -1.36551 -0.30006 -3.15885 -0.002
H 1.33200 -1.31363 -4.92823 0.007
H 0.49506 -2.01819 -3.52464 0.001
H 2.22584 -1.42540 -3.43142 0.020
F 1.15923 -0.21810 3.12068 0.055
C 1.54534 -0.36421 1.81830 0.171
F 2.10731 0.81661 1.45834 0.045
F 2.56513 -1.28837 1.80702 0.054
```